Below is a molecular structure, C4H3CaLiO6 in a non-equilibrium geometry, with properties calculated with ωB97M-V/def2-TZVPD.

Each line ends with the natural charge from an NBO analysis.
CARTESIAN COORDINATES (ANGSTROEM)
O (3.940, -0.630, -1.356)  -0.863
C (2.988, 0.131, -1.014)  0.955
O (3.195, 1.373, -0.883)  -0.875
O (1.829, -0.424, -0.732)  -0.479
C (0.848, 0.313, -0.081)  0.034
O (-1.055, 0.149, 1.233)  -0.513
C (-2.325, -0.346, 1.435)  0.957
C (-0.323, -0.288, 0.167)  0.071
O (-2.655, -1.414, 0.884)  -0.826
O (-3.124, 0.457, 1.958)  -0.807
Ca (5.292, 1.072, -1.630)  0.965
Li (-4.565, -0.605, 0.999)  0.928
H (1.078, 1.347, 0.168)  0.219
H (-0.544, -1.300, -0.175)  0.209
H (-4.580, 0.166, -0.973)  0.026

Calculated values
- E_tot (hartree) = -1290.7712
- orbital gap (alpha / beta) (eV) = 8.00 / 3.28
- LUMO energy (alpha / beta) (eV) = -0.4891 / -1.7862
- F_max (Eh/bohr) = 0.0428

Below is a single C20H30N2O5S molecule, with properties calculated with ωB97M-V/def2-TZVPD.

Each line ends with the natural charge from an NBO analysis.
CARTESIAN COORDINATES (ANGSTROEM)
C (1.909, 1.714, -0.775)  -0.611
C (1.947, 0.840, 0.472)  -0.391
C (1.171, 1.455, 1.634)  -0.397
C (1.201, 0.550, 2.863)  -0.395
C (0.514, 1.151, 4.097)  -0.221
C (1.134, 0.608, 5.394)  -0.387
C (2.491, 1.227, 5.709)  -0.601
C (-0.993, 0.855, 4.110)  -0.217
N (-1.686, 1.404, 2.967)  -0.880
S (-2.902, 0.524, 2.236)  2.322
O (-3.971, 1.437, 1.943)  -0.946
O (-3.173, -0.658, 3.002)  -0.936
C (-2.116, 0.058, 0.704)  -0.336
C (-1.370, -1.101, 0.644)  -0.185
C (-0.696, -1.447, -0.519)  -0.246
C (-0.806, -0.599, -1.611)  0.242
C (-1.586, 0.560, -1.548)  -0.053
C (-2.240, 0.903, -0.387)  -0.180
C (-1.554, 1.275, -2.866)  -0.423
C (-0.683, 0.360, -3.744)  -0.205
N (-0.226, -0.724, -2.874)  -0.449
C (0.648, -1.702, -3.236)  0.689
O (1.007, -2.577, -2.475)  -0.606
C (1.196, -1.644, -4.657)  -0.490
C (2.478, -0.798, -4.690)  -0.498
C (3.412, -1.253, -3.587)  0.800
O (3.714, -0.588, -2.634)  -0.592
O (3.868, -2.484, -3.799)  -0.681
H (0.881, 1.868, -1.096)  0.184
H (2.355, 2.686, -0.575)  0.198
H (2.466, 1.235, -1.575)  0.230
H (2.987, 0.689, 0.767)  0.195
H (1.527, -0.139, 0.234)  0.200
H (0.137, 1.629, 1.334)  0.210
H (1.615, 2.422, 1.888)  0.189
H (2.246, 0.342, 3.102)  0.201
H (0.727, -0.402, 2.618)  0.199
H (0.646, 2.238, 4.081)  0.189
H (0.459, 0.816, 6.227)  0.198
H (1.232, -0.476, 5.314)  0.199
H (3.208, 1.036, 4.914)  0.202
H (2.398, 2.304, 5.832)  0.200
H (2.889, 0.811, 6.631)  0.211
H (-1.164, -0.222, 4.076)  0.222
H (-1.430, 1.231, 5.045)  0.188
H (-1.928, 2.378, 3.040)  0.410
H (-1.332, -1.735, 1.515)  0.240
H (-0.104, -2.344, -0.577)  0.264
H (-2.849, 1.789, -0.303)  0.243
H (-1.118, 2.269, -2.763)  0.227
H (-2.558, 1.393, -3.275)  0.228
H (0.172, 0.902, -4.152)  0.205
H (-1.264, -0.054, -4.574)  0.201
H (1.454, -2.669, -4.929)  0.250
H (0.470, -1.257, -5.369)  0.221
H (2.265, 0.260, -4.536)  0.225
H (2.975, -0.931, -5.651)  0.240
H (4.391, -2.792, -3.042)  0.504

Calculated values
- structure (SMILES) = CCCC[C@H](CC)CNS(=O)(=O)c1ccc2c(c1)CCN2C(=O)CCC(=O)O
- E_tot (hartree) = -1664.0525
- orbital gap (eV) = 9.09
- LUMO energy (eV) = 0.5027
- F_max (Eh/bohr) = 0.0191

Below is a molecular structure, C25H23F6N11O6S2SeZr, with properties calculated with ωB97M-V/def2-TZVPD.

Each line ends with the Löwdin charge.
CARTESIAN COORDINATES (ANGSTROEM)
Zr (0.296, 0.544, 0.422)  1.809
O (2.000, -2.913, -0.848)  0.037
C (2.226, -1.733, -0.598)  -0.467
N (1.818, -1.060, 0.527)  -0.045
C (1.757, -1.760, 1.751)  -0.241
C (2.206, -3.061, 1.980)  -0.039
C (2.106, -3.622, 3.247)  -0.105
C (1.558, -2.904, 4.298)  -0.101
C (1.139, -1.594, 4.098)  -0.017
C (1.250, -1.018, 2.836)  -0.231
N (0.862, 0.292, 2.490)  -0.064
C (0.826, 1.291, 3.409)  -0.453
O (1.007, 1.221, 4.610)  0.079
C (0.562, 2.637, 2.779)  -0.184
C (0.497, 3.779, 3.552)  0.025
C (0.255, 4.988, 2.922)  -0.026
C (0.094, 5.013, 1.545)  -0.026
C (0.178, 3.826, 0.843)  -0.105
N (0.407, 2.660, 1.453)  -0.011
C (3.027, -0.936, -1.597)  -0.240
C (2.889, -1.214, -2.952)  -0.026
C (3.648, -0.491, -3.854)  -0.068
C (4.536, 0.454, -3.364)  -0.066
C (4.626, 0.628, -1.992)  -0.135
N (3.883, -0.041, -1.116)  0.123
H (2.624, -3.637, 1.171)  0.100
H (2.463, -4.631, 3.407)  0.099
H (1.472, -3.348, 5.280)  0.099
H (0.743, -1.011, 4.913)  0.103
H (0.632, 3.686, 4.620)  0.125
H (0.189, 5.902, 3.498)  0.115
H (-0.098, 5.934, 1.015)  0.113
H (0.058, 3.795, -0.231)  0.101
H (2.199, -1.986, -3.269)  0.109
H (3.549, -0.656, -4.919)  0.109
H (5.145, 1.049, -4.030)  0.105
H (5.320, 1.350, -1.575)  0.108
F (-3.838, -1.034, 2.273)  0.134
C (-4.183, 0.185, 2.694)  -0.683
F (-5.483, 0.359, 2.502)  0.159
F (-3.910, 0.282, 3.992)  0.153
S (-3.210, 1.471, 1.807)  0.632
O (-1.829, 1.104, 2.055)  -0.343
O (-3.667, 2.728, 2.297)  -0.236
N (-3.677, 1.141, 0.329)  -0.266
S (-2.811, 1.398, -0.927)  0.621
O (-1.405, 1.686, -0.610)  -0.447
O (-3.068, 0.463, -1.977)  -0.247
C (-3.360, 3.030, -1.579)  -0.679
F (-2.669, 3.314, -2.677)  0.146
F (-3.144, 3.975, -0.668)  0.150
F (-4.654, 2.985, -1.868)  0.158
C (-2.079, -2.891, -3.453)  -0.027
N (-1.031, -1.893, -3.242)  -0.123
C (-0.773, -0.953, -4.325)  -0.030
C (-0.665, -1.561, -1.986)  -0.408
N (-0.122, -0.447, -1.628)  0.063
N (-0.871, -2.569, -1.044)  0.173
C (-0.959, -2.379, 0.307)  -0.459
N (-0.974, -3.517, 1.046)  0.209
N (-1.107, -1.195, 0.814)  0.026
H (-2.486, -2.745, -4.450)  0.092
H (-2.886, -2.771, -2.731)  0.097
H (-1.691, -3.911, -3.399)  0.088
H (-0.790, -1.498, -5.267)  0.096
H (0.213, -0.502, -4.216)  0.065
H (-1.524, -0.158, -4.352)  0.101
H (-0.144, 0.250, -2.366)  0.037
H (-0.646, -3.500, -1.356)  0.151
H (-0.525, -4.321, 0.634)  0.118
H (-0.710, -3.388, 2.014)  0.111
H (-1.307, -1.239, 1.809)  0.077
Se (1.180, 2.757, -3.717)  0.595
C (1.386, 2.175, -2.071)  -0.934
N (1.471, 1.737, -0.984)  -0.076

Calculated values
- E_tot (hartree) = -5864.5879
- orbital gap (eV) = 7.45
- LUMO energy (eV) = -0.2945
- F_max (Eh/bohr) = 0.0058

Below is 2 unconnected molecules or ions with the total composition C3H13N2O in a non-equilibrium geometry, with properties calculated with ωB97M-V/def2-TZVPD.

Each line ends with the natural charge from an NBO analysis.
CARTESIAN COORDINATES (ANGSTROEM)
C (0.165, 0.750, 1.121)  -0.206
C (0.629, 0.976, -0.299)  -0.451
C (1.750, 0.047, -0.747)  -0.225
N (1.371, -1.402, -0.623)  -0.878
N (-0.626, -0.547, 1.229)  -0.713
H (1.054, 0.622, 1.739)  0.220
H (-0.501, 1.500, 1.529)  0.227
H (1.005, 2.001, -0.347)  0.250
H (-0.214, 0.952, -0.980)  0.232
H (2.628, 0.135, -0.098)  0.200
H (2.061, 0.313, -1.763)  0.210
H (2.235, -1.914, -0.494)  0.386
H (0.009, -1.267, 0.816)  0.471
H (0.982, -1.739, -1.494)  0.377
H (-0.897, -0.726, 2.191)  0.428
H (-1.475, -0.523, 0.686)  0.455
H (-3.082, -0.129, -1.399)  0.495
H (-3.324, 1.096, -0.571)  0.497
O (-2.722, 0.343, -0.637)  -0.977

Calculated values
- total charge = +1
- E_tot (hartree) = -306.6356
- orbital gap (eV) = 11.22
- LUMO energy (eV) = -2.8587
- F_max (Eh/bohr) = 0.0220